C6H14N2O2 | ωB97M-V/def2-TZVPD

Output
- HOMO level (eV) = -9.5
- ΔE to the lowest compared entry with this formula, charge and spin (kJ/mol) = 281.9
- E_tot (eV) = -13522.702
- HOMO-LUMO gap (eV) = 10.094
- F_max (eV Å⁻¹) = 5.66
- structure (SMILES) = CNC(C)=O.CNC(C)=O

Bonds (Å) are listed after each position.
Atoms and positions in Å:
1 C 1.41768 1.10829 -2.49181  N2 1.447, H6 1.162, H7 1.203, H8 1.096
2 N 1.05555 1.12105 -1.09113  C1 1.447, C3 1.317, H9 1.047
3 C 1.94368 1.05036 -0.12068  N2 1.317, C4 1.468, O5 1.283
4 C 1.47037 1.16755 1.26415  C3 1.468, H10 1.113, H11 1.113, H12 1.173
5 O 3.20206 0.86169 -0.28358  C3 1.283
6 H 1.30770 2.18417 -2.91666  C1 1.162
7 H 2.61062 0.97877 -2.41255  C1 1.203
8 H 0.83316 0.41417 -3.10586  C1 1.096
9 H 0.07572 1.06214 -0.72574  N2 1.047
10 H 1.23593 2.22904 1.50516  C4 1.113
11 H 0.74268 0.34322 1.43944  C4 1.113
12 H 2.30572 0.76407 1.98152  C4 1.173
13 C -2.01567 -0.07500 2.17656  N14 1.518, H18 1.123, H19 1.012, H20 1.155
14 N -1.25772 -0.77110 1.06069  C13 1.518, C15 1.394, H21 1.068
15 C -1.85914 -1.48386 0.02483  N14 1.394, C16 1.547, O17 1.212
16 C -0.97988 -2.07876 -1.10043  C15 1.547, H22 1.065, H23 1.173, H24 1.098
17 O -3.00609 -1.77054 0.29355  C15 1.212
18 H -2.95503 0.46252 1.87748  C13 1.123
19 H -2.26227 -0.69157 2.94069  C13 1.012
20 H -1.30699 0.71400 2.63419  C13 1.155
21 H -0.20449 -0.71588 1.23045  N14 1.068
22 H -0.97908 -1.45529 -1.96399  C16 1.065
23 H 0.02298 -2.45411 -0.62044  C16 1.173
24 H -1.39750 -2.96491 -1.59586  C16 1.098